Record 1
Here is a cluster of 6 separate species, C26H28N6O2 in total from OMol25. Energies are from ωB97M-V/def2-TZVPD.

Each line ends with the Mulliken charge.
Atoms and positions in Å:
C  -1.71  -0.20  -0.20  0.23
N  -2.78  -0.23  0.81  0.98
O  -2.93  0.80  1.46  -0.57
O  -3.41  -1.25  0.97  -0.56
H  -1.72  -1.12  -0.78  -0.27
H  -0.77  -0.14  0.35  -0.04
H  -1.71  0.72  -0.77  0.27
C  -2.74  -5.34  -3.83  -0.12
C  -2.18  -4.37  -4.65  -0.55
C  -2.04  -3.09  -4.16  -0.24
N  -2.45  -2.71  -2.94  -0.35
C  -2.96  -3.66  -2.16  0.01
C  -3.16  -4.96  -2.57  -0.65
H  -2.84  -6.36  -4.18  0.39
H  -1.82  -4.63  -5.64  0.37
H  -1.64  -2.26  -4.73  0.40
H  -3.32  -3.29  -1.20  0.39
H  -3.66  -5.66  -1.90  0.36
C  3.26  -1.63  -2.10  -0.30
C  3.38  -1.16  -3.40  -0.46
C  2.21  -1.03  -4.14  -0.25
N  1.02  -1.43  -3.74  -0.34
C  0.92  -1.96  -2.52  0.07
C  2.01  -2.02  -1.66  -0.49
H  4.14  -1.61  -1.47  0.41
H  4.34  -0.93  -3.84  0.39
H  2.28  -0.61  -5.15  0.39
H  -0.06  -2.20  -2.13  0.17
H  1.91  -2.45  -0.67  0.42
C  1.97  2.02  -0.81  -0.17
C  3.19  2.66  -0.97  -0.59
C  3.80  3.17  0.18  -0.35
N  3.28  3.09  1.40  -0.57
C  2.09  2.52  1.52  -0.70
C  1.39  2.01  0.44  0.17
H  1.44  1.70  -1.70  0.43
H  3.64  2.88  -1.93  0.42
H  4.73  3.72  0.13  0.36
H  1.62  2.57  2.50  0.76
H  0.43  1.56  0.65  0.19
C  -0.07  -2.35  2.87  -0.21
C  -1.17  -1.61  3.24  -0.64
C  -0.94  -0.31  3.68  -0.08
N  0.26  0.26  3.76  -0.32
C  1.31  -0.47  3.37  -0.49
C  1.20  -1.78  2.92  -0.44
H  -0.12  -3.38  2.54  0.41
H  -2.19  -1.98  3.28  0.44
H  -1.80  0.31  3.92  0.45
H  2.26  0.04  3.37  0.43
H  2.08  -2.38  2.75  0.45
C  -0.59  3.89  3.63  -0.42
C  0.01  5.13  3.42  -0.19
C  -0.42  5.92  2.37  -0.33
N  -1.35  5.54  1.49  -0.62
C  -1.88  4.33  1.65  -0.29
C  -1.54  3.49  2.71  0.15
H  -0.30  3.29  4.47  0.37
H  0.80  5.44  4.09  0.38
H  0.00  6.90  2.21  0.35
H  -2.65  4.04  0.95  0.42
H  -2.03  2.53  2.81  0.19

Summary:
charge = 0
LUMO energy = 0.11 eV
calculated total energy = -1486.43485 a.u.
strongest force on any atom = 1.1 eV/Å
ΔE to the lowest compared entry with this formula, charge and spin = 445.0 kJ/mol

***

Record 2
Here is a structure of composition C26H28N6OPS2W from OMol25. Energies are from ωB97M-V/def2-TZVPD.

Each line ends with the Mulliken charge.
Atoms and positions in Å:
W  -0.62  -0.47  0.33  0.86
C  1.36  -1.68  4.12  -1.90
C  0.54  -1.04  3.06  0.91
N  0.81  -1.07  1.79  1.18
N  1.95  -1.71  1.35  -1.42
C  1.98  -1.65  0.05  0.45
O  1.02  -1.08  -0.64  -0.49
C  3.12  -2.20  -0.71  0.40
C  4.19  -2.77  -0.04  -0.28
C  5.26  -3.28  -0.75  -0.72
C  5.26  -3.22  -2.14  -0.39
C  4.19  -2.66  -2.81  -0.78
C  3.11  -2.15  -2.10  -0.36
C  -0.70  -0.31  3.35  0.79
C  -1.20  -0.18  4.63  -1.00
C  -2.36  0.55  4.83  -0.49
C  -2.99  1.12  3.73  -0.90
C  -2.45  0.93  2.48  0.10
N  -1.33  0.22  2.27  -0.07
H  2.33  -1.97  3.73  0.37
H  0.85  -2.59  4.47  0.36
H  1.49  -1.02  4.97  0.45
H  4.19  -2.82  1.04  0.47
H  6.10  -3.73  -0.23  0.41
H  6.10  -3.62  -2.70  0.40
H  4.18  -2.62  -3.90  0.43
H  2.27  -1.72  -2.62  0.45
H  -0.68  -0.63  5.46  0.43
H  -2.77  0.66  5.82  0.45
H  -3.89  1.70  3.83  0.43
H  -2.93  1.32  1.59  0.53
S  -2.63  0.03  -0.78  -0.39
C  -3.70  -1.35  -0.58  0.69
C  -5.02  -1.27  -1.02  -0.75
C  -5.86  -2.36  -0.87  -0.66
C  -5.39  -3.53  -0.28  -0.54
C  -4.08  -3.61  0.16  -0.68
C  -3.23  -2.52  0.02  0.48
S  -1.56  -2.64  0.54  -0.46
H  -5.38  -0.36  -1.49  0.44
H  -6.89  -2.30  -1.22  0.39
H  -6.05  -4.38  -0.16  0.38
H  -3.72  -4.52  0.62  0.45
C  -0.25  4.01  -2.83  -0.92
N  0.53  2.84  -3.25  0.14
C  1.93  3.06  -2.89  -0.91
N  2.14  3.34  -1.47  0.09
C  1.31  4.49  -1.10  -0.93
N  -0.11  4.32  -1.40  0.11
C  -0.73  3.30  -0.56  -1.20
P  0.08  1.67  -0.83  1.90
C  0.01  1.61  -2.67  -1.06
C  1.84  2.18  -0.64  -1.19
H  -1.30  3.84  -3.06  0.40
H  0.10  4.87  -3.40  0.31
H  2.30  3.91  -3.46  0.28
H  2.51  2.17  -3.16  0.42
H  1.67  5.36  -1.65  0.32
H  1.43  4.69  -0.03  0.40
H  -1.79  3.23  -0.80  0.37
H  -0.64  3.59  0.49  0.45
H  -1.03  1.46  -2.98  0.43
H  0.59  0.75  -3.02  0.33
H  2.49  1.34  -0.92  0.39
H  2.05  2.41  0.41  0.46

Summary:
charge = +1
LUMO energy (alpha / beta) = -3.79 / -4.56 eV
multiplicity = 3
calculated total energy = -2616.04664 a.u.
strongest force on any atom = 0.4 eV/Å
expectation value of S² = 2.0324
ΔE to the lowest compared entry with this formula, charge and spin = 6.3 kJ/mol

***

Record 3
Here is a structure of composition C26H29AsN2O3PRuS from OMol25. Energies are from ωB97M-V/def2-TZVPD.

Each line ends with the Mulliken charge.
Atoms and positions in Å:
Ru  -0.22  0.04  0.06  -0.08
O  0.26  -3.86  -0.06  -0.61
S  2.43  -2.10  1.29  0.82
O  3.53  -3.04  1.18  -0.55
O  2.20  -1.14  0.21  -0.41
C  2.72  -1.14  2.80  -0.07
C  3.90  -1.40  3.48  -0.60
C  4.21  -0.67  4.62  -0.63
C  3.32  0.28  5.08  -0.91
C  2.13  0.51  4.42  -0.39
C  1.79  -0.20  3.26  0.36
P  0.13  0.05  2.50  1.94
C  -0.89  -1.12  3.45  0.42
C  -1.87  -1.82  2.75  0.20
C  -2.69  -2.72  3.42  -0.76
C  -2.53  -2.93  4.78  -0.59
C  -1.55  -2.23  5.48  -0.80
C  -0.73  -1.33  4.82  -0.19
C  -0.28  1.71  3.11  0.40
C  -1.31  1.97  4.00  -0.43
C  -1.57  3.27  4.40  -0.75
C  -0.80  4.32  3.91  -0.48
C  0.22  4.07  3.00  -0.75
C  0.48  2.77  2.59  -0.62
H  4.58  -2.15  3.09  0.57
H  5.14  -0.86  5.14  0.40
H  3.55  0.85  5.98  0.42
H  1.44  1.25  4.80  0.49
H  -1.98  -1.67  1.68  0.00
H  -3.45  -3.27  2.86  0.45
H  -3.17  -3.63  5.30  0.39
H  -1.43  -2.40  6.54  0.42
H  0.03  -0.80  5.37  0.41
H  -1.91  1.16  4.40  0.40
H  -2.38  3.47  5.09  0.40
H  -1.01  5.34  4.22  0.38
H  0.81  4.88  2.60  0.41
H  1.26  2.58  1.86  0.40
N  0.47  2.78  -1.57  -0.69
C  0.26  1.75  -1.07  0.01
N  -0.80  -1.82  -0.70  -0.86
C  -0.26  -2.85  -0.39  0.81
C  -4.67  -1.47  0.08  -1.10
C  -4.46  0.00  0.43  -0.90
As  -2.80  0.72  -0.36  0.98
C  -3.20  2.64  -0.39  -0.89
C  -3.03  3.28  0.97  -0.88
C  -3.04  0.25  -2.25  -0.84
C  -4.36  0.69  -2.87  -1.21
H  -5.51  -1.89  0.62  0.39
H  -3.78  -2.07  0.30  0.15
H  -4.87  -1.59  -0.99  0.29
H  -4.38  0.14  1.51  0.48
H  -5.30  0.60  0.08  0.55
H  -4.22  2.77  -0.77  0.56
H  -2.51  3.08  -1.12  0.53
H  -3.68  2.81  1.72  0.31
H  -3.28  4.34  0.94  0.45
H  -2.00  3.19  1.32  -0.07
H  -2.90  -0.83  -2.31  0.40
H  -2.19  0.70  -2.76  0.53
H  -5.22  0.26  -2.34  0.26
H  -4.42  0.37  -3.91  0.41
H  -4.47  1.77  -2.85  0.27

Summary:
charge = 0
LUMO energy (alpha / beta) = -0.15 / -2.25 eV
multiplicity = 6
calculated total energy = -4413.49960 a.u.
strongest force on any atom = 0.5 eV/Å
expectation value of S² = 8.7705

***

Record 4
Here is a structure of composition C26H29BF2N5O8V from OMol25. Energies are from ωB97M-V/def2-TZVPD.

Each line ends with the Mulliken charge.
Atoms and positions in Å:
V  -0.10  -0.94  0.90  0.75
O  -2.27  -0.21  3.00  -0.57
C  -3.49  -0.58  2.35  -0.26
C  -3.84  0.54  1.40  -0.83
C  -2.69  0.87  0.42  -1.23
C  -1.56  1.64  1.05  0.99
C  -1.80  2.91  1.55  -0.78
C  -0.80  3.61  2.19  -0.71
C  0.47  3.05  2.29  -1.11
C  0.66  1.80  1.75  -0.54
N  -0.32  1.08  1.15  0.82
H  -1.94  -0.95  3.51  0.25
H  -4.29  -0.73  3.07  0.46
H  -3.35  -1.50  1.78  0.06
H  -4.10  1.43  1.97  0.37
H  -4.72  0.23  0.83  0.49
H  -3.08  1.47  -0.40  0.47
H  -2.33  -0.05  -0.04  0.25
H  -2.79  3.34  1.44  0.55
H  -1.00  4.59  2.62  0.45
H  1.29  3.56  2.77  0.47
H  1.64  1.35  1.75  0.46
O  3.47  -3.50  -3.50  -0.54
C  4.00  -2.30  -3.59  0.45
O  4.86  -2.04  -4.40  -0.61
C  3.53  -1.24  -2.64  0.22
C  4.14  -0.03  -2.57  -0.70
N  3.47  0.68  -1.65  -0.17
N  2.44  0.03  -1.11  0.14
C  2.46  -1.15  -1.70  0.20
C  1.47  -2.19  -1.28  0.26
O  1.58  -3.33  -1.64  -0.84
O  0.49  -1.77  -0.51  -0.40
H  2.79  -3.53  -2.79  0.47
H  5.00  0.35  -3.12  0.52
H  3.67  1.61  -1.33  0.16
O  0.15  -3.99  4.12  -0.72
C  -0.73  -4.85  3.55  0.63
C  -0.91  -6.07  4.21  -0.69
C  -1.80  -6.99  3.71  -0.29
C  -2.54  -6.73  2.55  -0.75
C  -2.35  -5.53  1.90  -0.54
C  -1.45  -4.58  2.38  -0.02
C  -1.31  -3.32  1.60  1.19
O  -1.90  -3.12  0.55  -0.70
O  -0.54  -2.36  2.14  -0.41
H  0.16  -3.18  3.59  0.32
H  -0.34  -6.25  5.11  0.44
H  -1.93  -7.93  4.23  0.38
H  -3.24  -7.47  2.16  0.40
H  -2.88  -5.30  0.98  0.45
F  1.67  -0.92  3.27  -0.26
B  1.64  -1.17  1.92  0.77
F  2.81  -1.69  1.48  -0.22
N  -0.51  1.09  -1.85  -0.65
C  0.20  1.97  -2.11  0.41
N  1.04  2.98  -2.35  0.23
C  1.62  3.13  -3.70  -0.83
C  0.78  4.10  -4.54  -0.63
C  0.59  5.43  -3.81  -0.71
C  -0.03  5.21  -2.43  -0.60
C  0.84  4.25  -1.61  -0.23
H  1.69  2.15  -4.16  0.45
H  2.63  3.53  -3.58  0.34
H  -0.19  3.64  -4.73  0.30
H  1.27  4.25  -5.50  0.37
H  -0.03  6.10  -4.40  0.35
H  1.57  5.92  -3.69  0.30
H  -1.02  4.77  -2.54  0.28
H  -0.13  6.15  -1.89  0.39
H  0.40  4.02  -0.65  -0.01
H  1.82  4.69  -1.45  0.33

Summary:
charge = 0
LUMO energy (alpha / beta) = -0.54 / -0.46 eV
multiplicity = 3
calculated total energy = -3052.65926 a.u.
strongest force on any atom = 3.3 eV/Å
expectation value of S² = 2.0119
ΔE to the lowest compared entry with this formula, charge and spin = 0.0 kJ/mol